ORCA calculation (the ωB97M-V functional and the def2-TZVPD basis) on 19 unconnected molecules or ions with the total composition H39O19 at a distorted geometry.

Values from the calculation:
Gap between HOMO and LUMO = 10.2 eV
E_LUMO = -3.36 eV
Charge = +1
HOMO level = -13.57 eV
Spin multiplicity = 1

Geometry (Å):
H: -3.28 1.41 -3.42
O: -1.23 2.82 -0.43
O: -1.06 -1.29 1.84
H: 2.24 2.91 1.74
H: -0.05 2.29 2.25
H: -3.71 -0.32 -1.89
O: -2.68 2.05 -3.15
O: -4.60 -1.77 -0.52
H: 2.90 0.16 -2.34
H: 2.71 1.98 -0.39
H: 3.82 -0.31 -1.11
O: 2.14 2.76 -0.31
H: -3.02 0.84 0.79
H: 2.20 0.85 -3.57
H: 1.99 2.91 -1.34
H: 3.25 0.76 1.27
H: 0.48 -1.78 -1.22
H: -1.98 2.10 -0.66
H: 4.77 1.29 0.83
O: 4.10 0.59 0.70
H: -1.21 1.40 -2.78
H: -2.57 -1.33 3.89
O: -2.56 0.79 1.48
O: 0.46 -0.88 -0.81
O: -0.99 2.53 2.00
O: 0.29 -4.03 -1.62
H: -0.24 -3.81 3.56
H: 0.23 1.91 -2.93
H: -3.69 -0.36 3.36
H: -1.23 -2.92 -1.50
O: -1.58 -2.16 -2.12
H: 4.97 -1.24 -1.31
H: 0.62 -3.54 2.45
H: -0.23 -1.06 1.64
H: -5.02 -1.77 0.32
H: -0.37 2.37 -0.78
H: -3.94 -2.38 -0.73
H: 4.56 -0.73 1.59
O: 0.23 -3.18 3.14
O: 4.66 -0.29 -1.42
H: -2.87 3.03 -3.13
H: -1.18 -1.40 -1.68
O: 1.66 2.24 2.19
H: 0.17 -0.41 -1.55
O: -2.93 0.21 -1.53
O: 2.51 -0.08 -3.16
H: 0.94 -3.76 -2.19
H: 0.66 -4.17 -0.77
H: 2.22 1.41 2.18
O: 4.56 -0.94 2.54
H: 3.62 -0.87 2.81
O: -2.75 -0.42 3.79
O: -0.33 1.32 -2.42
H: -2.08 -0.17 1.41
H: -1.11 1.44 2.01
H: -0.93 -1.48 2.80
H: -0.76 2.61 0.96
H: -2.21 -0.03 -2.17

---

ORCA calculation (the ωB97M-V functional and the def2-TZVPD basis) on a molecular structure, H39O20 at a distorted geometry.

Values from the calculation:
Gap between HOMO and LUMO = 9.6 eV
E_LUMO = 2.11 eV
Charge = -1
HOMO level = -7.54 eV
Spin multiplicity = 1

Geometry (Å):
H: -1.62 -0.04 -5.02
H: 1.65 -5.31 -0.46
H: 0.34 4.44 2.57
H: 0.55 4.53 -0.83
H: -0.51 -1.65 0.46
H: 1.12 1.25 -5.23
H: 0.00 -4.79 1.74
H: 2.03 2.72 0.54
O: -3.05 2.38 2.89
H: -2.00 -0.98 3.21
H: -2.81 -1.29 4.35
O: 4.26 3.33 -1.90
O: 4.61 0.58 0.29
H: 1.41 5.40 -1.73
O: 2.46 -5.50 -1.15
H: 2.56 0.52 -3.97
H: -0.52 -3.36 -1.45
H: 3.20 -5.22 -0.49
O: 1.32 2.36 0.04
H: -4.92 -0.04 0.44
O: 1.85 -2.31 -0.94
H: -3.58 2.40 3.74
O: -4.48 0.09 2.31
H: 4.38 0.88 1.11
H: -2.13 0.11 -1.58
H: 2.32 -0.68 -2.78
H: -0.47 -0.38 1.61
H: 0.24 2.43 -4.51
O: -1.83 -1.21 4.19
O: -0.34 3.75 2.81
O: 2.33 -0.30 -3.54
H: -0.34 -3.70 0.78
O: 0.98 0.05 -0.93
O: 0.87 -2.20 5.14
O: 1.04 1.87 -4.38
O: -0.18 -3.80 1.73
H: 1.62 -1.95 4.58
O: -2.41 -0.27 -4.48
H: -3.63 0.50 2.62
H: -1.38 0.05 -0.16
H: -4.72 0.98 -0.47
O: -2.23 0.49 -0.76
H: -4.58 -0.80 2.32
O: 0.84 5.56 -1.02
H: 3.38 3.13 -1.66
H: -0.45 3.34 1.98
H: 1.28 -1.14 -0.91
H: 2.58 -2.38 -0.42
H: 0.13 -2.24 4.47
H: -2.14 2.27 3.20
O: -0.19 -3.45 -0.52
H: 0.83 -3.10 -0.71
H: -3.09 -0.77 -4.82
H: 1.34 1.42 -0.33
H: 0.02 0.08 -1.10
O: -1.13 -1.06 1.12
H: 3.78 0.28 -0.02
H: 4.64 2.45 -1.58
O: -5.24 0.25 -0.42

---

ORCA calculation (the ωB97M-V functional and the def2-TZVPD basis) on 2 unconnected molecules or ions with the total composition H3INPS at a distorted geometry.

Values from the calculation:
Gap between HOMO and LUMO = 9.0 eV
E_LUMO = 0.15 eV
HOMO level = -8.89 eV
Spin multiplicity = 1

Geometry (Å):
S: -0.26 -0.28 1.94
H: 0.26 0.44 -0.45
H: 0.89 -3.04 -1.00
P: -0.94 0.50 0.15
N: -0.48 1.46 1.49
H: -1.18 2.00 1.96
I: -0.17 -3.42 -2.25

---

ORCA calculation (the ωB97M-V functional and the def2-TZVPD basis) on 2 unconnected molecules or ions with the total composition H3IO3P at a distorted geometry.

Values from the calculation:
Gap between HOMO and LUMO (alpha / beta) = 6.7 / 6.7 eV
E_LUMO (alpha / beta) = -8.36 / -8.36 eV
Charge = +1
HOMO level (alpha / beta) = -15.02 / -15.04 eV
Spin multiplicity = 1

Geometry (Å):
O: -1.52 -1.67 0.61
O: 1.42 -0.23 -0.11
P: 0.02 0.40 -0.21
H: -0.45 2.22 0.97
I: -0.74 1.02 -2.59
O: 0.24 1.56 0.82
H: -0.86 -2.29 0.91
H: 1.88 -1.01 -0.41

---

ORCA calculation (the ωB97M-V functional and the def2-TZVPD basis) on H3ISi in the gas phase at a distorted geometry.

Values from the calculation:
Gap between HOMO and LUMO = 9.9 eV
E_LUMO = 0.28 eV
HOMO level = -9.58 eV
Spin multiplicity = 1

Geometry (Å):
H: -0.97 1.05 0.95
Si: -0.29 0.10 -0.03
H: -0.37 -1.31 0.46
I: 2.22 0.12 -0.03
H: -0.60 0.04 -1.34

---

ORCA calculation (the ωB97M-V functional and the def2-TZVPD basis) on a molecular structure, H3N2O2 at a distorted geometry.

Values from the calculation:
Gap between HOMO and LUMO (alpha / beta) = 8.0 / 7.9 eV
E_LUMO (alpha / beta) = 5.27 / 5.07 eV
Charge = -1
HOMO level (alpha / beta) = -2.71 / -2.87 eV
Spin multiplicity = 1

Geometry (Å):
H: 0.27 -0.59 1.96
O: 0.95 0.64 -2.19
H: 0.44 0.95 -1.20
O: 0.99 -0.25 0.20
N: 1.07 -0.84 1.43
H: 0.40 -0.20 -2.30
N: -0.04 0.34 -0.14

---

ORCA calculation (the ωB97M-V functional and the def2-TZVPD basis) on a gas-phase ion, H3N2O3S (charge -1) at a distorted geometry.

Values from the calculation:
Gap between HOMO and LUMO = 8.9 eV
E_LUMO = 4.34 eV
Charge = -1
HOMO level = -4.59 eV
Spin multiplicity = 1

Geometry (Å):
N: 0.83 0.56 -1.13
O: 0.27 -1.22 1.75
S: -0.71 -0.65 0.80
H: 0.42 1.07 -1.89
O: -1.93 -0.05 1.37
O: -0.89 -1.41 -0.43
N: 0.24 1.01 0.06
H: 0.98 1.09 0.71
H: 0.79 -0.41 -1.23

---

ORCA calculation (the ωB97M-V functional and the def2-TZVPD basis) on H3N2OP in the gas phase at a distorted geometry.

Values from the calculation:
Gap between HOMO and LUMO = 9.8 eV
E_LUMO = 0.18 eV
HOMO level = -9.64 eV
Spin multiplicity = 1

Geometry (Å):
N: 0.64 0.04 0.79
O: 2.29 1.27 1.70
N: -0.46 -0.54 0.15
H: -1.25 -0.55 0.75
H: 0.77 1.02 0.90
P: 1.98 -0.16 1.76
H: -0.76 -0.18 -0.82

---

What are the energy above the lowest of the compared OMol25 structures with the same formula, charge and spin values for these records? In order: 177.0 185.2 5.3 123.8 9.5 26.6 19.7 20.1 kcal per mole.